DFT (ωB97M-V/def2-TZVPD) results for a structure of composition C2H3CsOP in a non-equilibrium geometry.

Total energy   -14003.3490 eV
Net charge   -1
Kohn-Sham gap (alpha / beta)   0.0988 / 0.0984 Ha

The geometry in XYZ format:
```
8
Properties=species:S:1:pos:R:3:forces:R:3
P -0.05642 -2.17231 0.34584 -0.150 0.535 0.957
O 0.69521 -0.46812 0.80438 -0.082 -0.520 -0.080
C 0.78818 0.39165 -0.20880 -0.742 -0.364 -0.401
H 1.81088 0.74184 -0.41154 -0.197 0.055 0.014
C -0.23551 0.73241 -1.01374 0.273 0.736 0.111
H -0.04999 1.36757 -1.87926 -0.016 -0.011 0.225
H -1.26804 0.44776 -0.80332 0.472 -0.279 -0.149
Cs -1.68429 -1.04080 3.16643 0.442 -0.152 -0.677
```
Forces are in eV/Å.

=====

DFT (ωB97M-V/def2-TZVPD) results for a structure of composition C2H3CuFO in a non-equilibrium geometry.

2S+1   2
Total energy   -51521.6888 eV
Relative energy (zero: lowest compared OMol25 entry of this formula, charge and spin)   68.1 kcal per mole
Kohn-Sham gap (alpha / beta)   0.2375 / 0.2421 Ha

The geometry in XYZ format:
```
8
Properties=species:S:1:pos:R:3:forces:R:3
H -1.22071 -2.55405 -0.95972 -0.036 -0.099 -0.120
O 0.43137 1.77805 -0.21941 0.807 0.117 -0.347
C -0.45360 0.83705 -0.10851 0.569 -0.609 1.228
C -0.15250 -0.45675 0.16894 0.852 0.351 0.476
H -1.52296 1.10748 -0.05363 0.357 -0.065 -0.446
H -0.76552 -1.20509 0.66236 0.391 0.180 -0.318
F 1.29299 -0.69879 0.39770 -1.385 -0.002 -0.266
Cu 2.39092 1.19210 0.11228 -1.554 0.127 -0.206
```
Forces are in eV/Å.

=====

DFT (ωB97M-V/def2-TZVPD) results for a structure of composition C2H3CuMgO2 in a non-equilibrium geometry.

2S+1   2
Total energy   -56291.8684 eV
Net charge   +1
Relative energy (zero: lowest compared OMol25 entry of this formula, charge and spin)   28.0 kcal per mole
Kohn-Sham gap (alpha / beta)   0.1356 / 0.1349 Ha

The geometry in XYZ format:
```
9
Properties=species:S:1:pos:R:3:forces:R:3
H 2.18320 -3.84602 -1.62982 -0.657 1.651 1.669
O -1.15752 1.65355 0.23596 -0.097 -0.155 1.000
C -0.70967 1.44992 -0.93693 0.169 -0.214 -0.621
C 0.10162 0.31071 -1.17915 0.281 0.259 -0.308
O 0.38693 -0.46649 -0.18333 -0.061 -0.281 0.944
Cu 1.63171 -2.46262 -0.37195 0.437 -1.299 -1.833
Mg -0.50515 0.25946 1.46322 0.088 0.286 -1.445
H -0.95132 2.14491 -1.74898 0.006 -0.143 0.288
H 0.53829 0.11817 -2.16407 -0.166 -0.104 0.305
```
Forces are in eV/Å.